Density functional theory data (wB97M-V/def2-TZVPD) for C12H28B2F8O6Sr as an isolated structure at a distorted geometry.

The calculated total energy is -49125.9036 eV. The calculation puts the gap between HOMO and LUMO at 10.6 eV.

Last column: Löwdin charge in e.
Positions of all 57 atoms, in Å:
Sr  8.77918  8.46026  7.85993  1.69
B  6.64908  8.87213  5.49096  -1.22
F  8.04084  8.51907  5.44060  0.01
F  5.86768  8.00846  4.75543  0.16
F  6.41601  8.85459  6.93017  -0.01
F  6.48648  10.18705  5.08700  0.14
B  11.00089  6.27815  7.45144  -1.19
F  10.66590  5.09837  8.19689  0.08
F  12.36776  6.29194  7.07046  0.10
F  10.14756  6.51482  6.41099  0.14
F  10.78801  7.31942  8.48357  -0.07
C  11.01091  10.04847  10.49921  -0.05
O  9.77323  9.32947  10.29737  -0.27
C  9.57577  8.36650  11.38705  -0.14
C  8.27243  7.60775  11.29544  -0.19
O  8.09447  7.09005  10.01182  -0.22
C  6.79860  6.55395  9.72331  -0.16
C  6.79307  5.54670  8.55571  -0.21
O  7.39670  6.10543  7.44722  -0.27
C  7.37111  5.26537  6.30643  -0.07
H  11.40422  10.28457  9.50392  0.10
H  11.72388  9.46922  11.01892  0.08
H  10.78797  10.94184  11.01891  0.08
H  9.58396  8.90516  12.36172  0.15
H  10.34070  7.63927  11.31318  0.12
H  7.43387  8.21036  11.49363  0.09
H  8.35013  6.74626  11.96457  0.15
H  6.06996  7.31115  9.40613  0.12
H  6.37062  6.02075  10.66874  0.17
H  5.72705  5.30664  8.32020  0.14
H  7.27474  4.57289  8.84562  0.15
H  7.93221  5.67931  5.45212  0.10
H  6.37271  5.12346  5.92285  0.09
H  7.92355  4.32639  6.57564  0.12
C  5.51902  10.05278  10.56554  -0.09
O  6.77467  10.44620  10.01842  -0.18
C  6.51278  11.31114  8.93089  -0.21
C  7.82121  11.87351  8.43171  -0.16
O  8.51796  11.02270  7.52440  -0.24
C  9.41297  11.79676  6.73363  -0.18
C  10.04013  10.86181  5.73740  -0.14
O  10.65817  9.80554  6.54216  -0.28
C  11.68661  9.10367  5.86353  -0.08
H  4.75660  9.91477  9.80806  0.10
H  5.07620  10.74728  11.28168  0.10
H  5.68901  9.10875  10.99309  0.05
H  5.88698  12.13141  9.32823  0.14
H  5.99196  10.79562  8.09396  0.14
H  8.45571  12.11127  9.29430  0.14
H  7.50339  12.79792  7.89115  0.14
H  10.13948  12.32067  7.30662  0.12
H  8.84168  12.56577  6.16829  0.15
H  10.82765  11.38894  5.14143  0.15
H  9.29447  10.48272  5.06503  0.12
H  12.26712  8.41900  6.51277  0.10
H  12.37338  9.81369  5.50470  0.07
H  11.31680  8.51150  5.03595  0.11